1.
{
  "formula": "C24H43N2NdP3Se",
  "method": "the ωB97M-V functional and the def2-TZVPD basis",
  "max_force_ev_per_a": 2.8,
  "charge": 3,
  "e_lumo_ev": [-10.421, -10.253],
  "s2": 3.7548,
  "e_tot_ha": -5035.7669,
  "de_lowest_kcal_mol": 0.0,
  "e_homo_ev": [-16.25, -16.26],
  "orbital_gap_ev": [5.83, 6.00],
  "spin_multiplicity": 4,
  "symbols": ["Nd", "P", "P", "P", "H", "C", "C", "H", "C", "C", "C", "C", "C", "C", "C", "C", "C", "H", "H", "H", "H", "H", "H", "H", "H", "H", "H", "H", "H", "H", "H", "H", "H", "H", "H", "H", "H", "H", "H", "H", "H", "H", "H", "H", "H", "H", "C", "C", "C", "C", "C", "C", "Se", "H", "H", "H", "H", "H", "H", "N", "C", "N", "C", "C", "C", "C", "C", "C", "H", "H", "H", "H", "H", "H"],
  "positions_angstrom": [[-0.100959, 0.092179, 0.150032], [2.522020, -1.614862, 0.046614], [1.029421, 1.252583, 2.711447], [1.938330, 1.687394, -1.022080], [-2.215277, -0.178487, -1.808443], [-1.227635, 0.035430, -2.254391], [-0.292290, -0.969049, -2.433876], [-0.492517, -2.017523, -2.162581], [2.517681, -3.418188, 0.456186], [3.969818, -1.169434, 1.095385], [3.394438, -1.763550, -1.561616], [-0.179099, 2.605184, 3.069991], [0.914535, 0.256252, 4.256006], [2.621885, 2.143883, 2.923061], [2.050406, 1.624186, -2.845251], [3.702062, 1.892187, -0.612349], [1.302234, 3.388167, -0.759781], [-1.131362, 1.049747, -2.664320], [0.586430, -0.859264, -3.072855], [1.608515, -3.885543, 0.067085], [2.562786, -3.579802, 1.538752], [3.390591, -3.889653, -0.011947], [3.694380, -1.226456, 2.157468], [4.323813, -0.151861, 0.890266], [4.776699, -1.889082, 0.882787], [2.705401, -2.134553, -2.331638], [4.200473, -2.497388, -1.405311], [3.822750, -0.818364, -1.919615], [-0.010439, 3.061840, 4.056537], [-1.187858, 2.167906, 3.049293], [-0.080505, 3.396601, 2.312283], [0.964063, 0.868394, 5.163287], [1.753026, -0.454643, 4.291115], [-0.061725, -0.249443, 4.242721], [2.680024, 2.592214, 3.923299], [2.667948, 2.959512, 2.180856], [3.439492, 1.407777, 2.835000], [2.444817, 2.599643, -3.171639], [1.064619, 1.440463, -3.294424], [2.726419, 0.818049, -3.166739], [4.037557, 2.794611, -1.148102], [4.309304, 1.035610, -0.940695], [3.838953, 2.027713, 0.470594], [1.825616, 4.013253, -1.498955], [1.516784, 3.739053, 0.260269], [0.206279, 3.457461, -0.893841], [-3.667356, 2.942984, -1.241534], [-3.935233, 2.025351, -2.268020], [-4.879764, 2.289492, -3.252544], [-5.671015, 3.459581, -3.194596], [-5.493007, 4.352317, -2.097238], [-4.497379, 4.083148, -1.123525], [-2.150405, 2.621913, -0.077823], [-1.987873, 1.071926, -0.216319], [-3.354166, 1.112431, -2.298224], [-5.013232, 1.573830, -4.092920], [-6.416916, 3.672746, -3.986086], [-6.132529, 5.251300, -2.019758], [-4.379019, 4.785224, -0.291213], [-0.638173, -3.837751, 2.578600], [-0.149622, -2.626829, 2.249013], [-0.739140, -2.145604, 1.130693], [-1.666363, -3.127076, 0.728910], [-2.357876, -3.259279, -0.486334], [-2.992094, -4.481781, -0.728760], [-2.944823, -5.535531, 0.187394], [-2.246231, -5.400213, 1.393644], [-1.630596, -4.179346, 1.635563], [-0.352770, -4.439619, 3.358914], [0.662720, -2.157291, 2.815596], [-2.352485, -2.427542, -1.193115], [-3.532155, -4.608210, -1.667723], [-3.462252, -6.469050, -0.033998], [-2.150152, -6.187267, 2.141520]],
  "atomic_forces_ev_per_a": [[1.061, -1.290, 2.042], [1.011, -0.704, 0.083], [0.080, 1.038, 1.187], [0.632, 0.616, -0.453], [0.634, -0.213, -0.034], [1.251, -2.079, -1.359], [-1.828, 1.023, -0.970], [-0.039, 0.515, 0.273], [-0.589, 0.083, -0.027], [-0.169, 0.412, 0.169], [-0.187, 0.139, -0.337], [-0.009, -0.195, -0.165], [-0.075, -0.213, -0.361], [-0.041, -0.278, -0.180], [-0.193, -0.148, -0.137], [0.201, 0.039, 0.251], [-0.246, 0.161, 0.021], [0.172, -0.409, 0.121], [-0.073, 0.390, 0.388], [0.126, -0.108, 0.050], [-0.025, 0.055, -0.194], [-0.211, 0.114, 0.195], [0.148, -0.062, -0.217], [-0.026, -0.355, 0.084], [-0.270, 0.270, 0.143], [0.252, -0.043, 0.114], [-0.224, 0.343, -0.265], [-0.101, -0.276, 0.160], [0.047, -0.266, -0.248], [0.122, 0.374, 0.007], [-0.197, -0.234, 0.170], [0.021, 0.113, -0.306], [-0.378, -0.001, 0.014], [0.365, -0.108, 0.179], [-0.161, -0.135, -0.190], [0.296, -0.449, 0.272], [-0.129, 0.558, -0.179], [-0.134, -0.423, -0.110], [0.327, 0.254, -0.021], [-0.172, 0.299, 0.096], [0.027, -0.283, 0.245], [-0.271, 0.360, 0.055], [0.029, 0.049, -0.434], [-0.254, 0.093, 0.379], [0.097, -0.060, -0.308], [0.791, -0.005, -0.206], [-1.552, 0.011, -1.019], [0.511, 0.305, 0.105], [-0.676, 0.205, -0.401], [0.452, 0.257, 0.746], [0.269, -0.938, -0.578], [0.251, 0.078, 0.070], [-0.186, -0.798, 0.253], [-1.650, 1.733, 0.044], [-0.343, 0.195, -0.315], [0.066, 0.583, 0.803], [0.598, -0.162, 0.697], [0.574, -0.655, 0.087], [0.014, -0.259, -0.330], [-0.391, 0.182, -0.062], [-0.618, -0.531, -0.555], [0.636, 0.413, 0.824], [0.328, 0.002, -0.430], [-0.022, -0.273, 0.491], [0.052, 0.979, -0.456], [0.254, -0.159, 1.028], [-0.426, -0.194, -0.157], [0.930, -0.172, -0.035], [-0.099, 0.571, -0.431], [-0.527, -0.124, -0.320], [-0.276, -0.408, 0.018], [0.131, -0.033, 0.285], [0.208, 0.261, 0.044], [-0.198, -0.029, -0.403]]
}

---

2.
{
  "formula": "C24H43N2O7P2S",
  "method": "the ωB97M-V functional and the def2-TZVPD basis",
  "max_force_ev_per_a": 2.5,
  "charge": -1,
  "e_lumo_ev": 2.056,
  "e_tot_ha": -2657.3566,
  "e_homo_ev": -5.15,
  "orbital_gap_ev": 7.20,
  "spin_multiplicity": 1,
  "symbols": ["C", "C", "C", "C", "C", "P", "S", "C", "C", "P", "O", "C", "N", "C", "C", "O", "O", "C", "N", "C", "H", "H", "H", "H", "H", "H", "H", "H", "H", "H", "H", "C", "C", "C", "O", "H", "H", "H", "H", "H", "H", "H", "H", "C", "C", "C", "O", "H", "H", "H", "H", "H", "H", "H", "H", "C", "C", "C", "O", "H", "H", "H", "H", "H", "H", "H", "H", "C", "C", "C", "O", "H", "H", "H", "H", "H", "H", "H", "H"],
  "positions_angstrom": [[3.196554, -0.296130, 1.956226], [2.929502, -0.173429, 0.612443], [1.610770, -0.676378, 0.005012], [0.510207, -0.666714, 1.064887], [-0.112556, -1.828232, 1.411145], [0.242628, -3.431546, 0.644759], [-0.687391, -3.474149, -1.091317], [-1.116057, -1.816353, 2.428189], [-1.455371, -0.663564, 3.024540], [-2.764129, -0.705965, 4.313897], [-3.426830, -2.040828, 4.388579], [-0.849582, 0.582443, 2.671942], [-1.256941, 1.699114, 3.346461], [-0.584681, 2.754521, 2.943303], [-0.895592, 4.106798, 3.598808], [-1.947644, 4.697272, 3.254608], [-0.069966, 4.557411, 4.414498], [0.406087, 2.762751, 1.906909], [0.770924, 1.691270, 1.268435], [0.136205, 0.552419, 1.682920], [3.960490, -0.949058, 2.387218], [2.615329, 0.311119, 2.660833], [3.655055, 0.315775, -0.050543], [1.318275, -0.093071, -0.878287], [1.851080, -1.692890, -0.322206], [1.614848, -3.610094, 0.372894], [-0.307550, -4.468416, 1.428076], [-1.585897, -2.758603, 2.711566], [-3.659068, 0.334728, 3.985125], [-2.191695, -0.362772, 5.563226], [0.881558, 3.706799, 1.643851], [-3.760001, 0.410256, -2.664095], [-3.491655, -0.437941, -1.429177], [-4.786784, -0.843474, -0.742362], [-2.673603, 0.291530, -0.515518], [-4.280306, 1.334119, -2.393581], [-2.821369, 0.699765, -3.139388], [-4.367882, -0.131199, -3.392243], [-2.932842, -1.331598, -1.712697], [-5.340683, 0.039821, -0.409119], [-4.576233, -1.442416, 0.144870], [-5.425977, -1.423129, -1.411879], [-3.152990, 1.085732, -0.253351], [2.752502, -3.452150, -5.088853], [2.056440, -2.679601, -3.977165], [1.196224, -1.558166, -4.536600], [3.031773, -2.135641, -3.087928], [3.415927, -2.794580, -5.660103], [3.372528, -4.247637, -4.670901], [2.029386, -3.897560, -5.774776], [1.435609, -3.358506, -3.391719], [1.809448, -0.840022, -5.090187], [0.712549, -1.009926, -3.726946], [0.424979, -1.946020, -5.205079], [3.592125, -1.530158, -3.590769], [-6.821423, 3.170586, 4.882707], [-5.397963, 3.064700, 4.352529], [-5.099937, 4.165244, 3.352254], [-5.214417, 1.786256, 3.734923], [-7.545448, 3.069855, 4.068231], [-7.027966, 2.368423, 5.594850], [-6.986564, 4.128619, 5.378730], [-4.692160, 3.120686, 5.182450], [-5.776499, 4.092357, 2.490826], [-4.082535, 4.076904, 2.973869], [-5.214420, 5.151960, 3.803432], [-5.832544, 1.729530, 2.998517], [8.136241, -0.196564, -4.374691], [7.006505, -0.180237, -3.356346], [7.359669, -0.998115, -2.123897], [5.817346, -0.699551, -3.950688], [8.335535, -1.217145, -4.714196], [7.865336, 0.386481, -5.256220], [9.054678, 0.215106, -3.952820], [6.791244, 0.848376, -3.064177], [7.533863, -2.044306, -2.391570], [6.537300, -0.984302, -1.407446], [8.255248, -0.610325, -1.635224], [5.991182, -1.610267, -4.214474]],
  "atomic_forces_ev_per_a": [[-0.215, 0.235, -0.063], [-0.203, -0.164, 0.240], [-0.039, 2.271, 0.959], [0.574, -0.425, -1.162], [-0.084, -0.747, 1.360], [-1.276, 0.866, -1.912], [0.068, -0.286, -0.160], [0.567, -1.119, -0.756], [-0.766, 1.176, 1.176], [-0.388, -0.394, -0.400], [0.168, -0.102, -0.028], [-0.511, -1.283, 0.434], [1.247, -0.030, -1.150], [-0.761, 1.462, 0.885], [-0.593, 1.555, 0.577], [0.081, -1.009, -0.604], [0.666, -0.949, -0.204], [0.089, -0.249, -0.005], [-0.242, 0.205, 0.228], [0.176, 0.152, -0.501], [1.177, 1.551, -0.315], [-1.071, -1.658, 0.126], [0.500, -1.797, -0.424], [-0.064, -0.188, 0.158], [-0.070, 0.252, -0.079], [-0.040, -0.188, 0.917], [0.699, 0.317, 0.491], [-0.112, 0.293, 0.103], [0.451, -0.004, 0.175], [0.159, 0.307, -0.368], [-0.146, -0.128, 0.103], [0.140, -0.008, -0.145], [-0.371, 0.448, 0.110], [0.009, -0.188, 0.116], [0.258, -0.238, -0.057], [-0.086, -0.067, 0.040], [0.004, -0.068, 0.005], [-0.012, 0.028, 0.006], [0.151, 0.075, 0.162], [-0.002, 0.039, -0.114], [0.039, -0.033, -0.051], [-0.017, 0.021, 0.016], [0.011, -0.009, 0.031], [0.079, -0.175, 0.050], [0.243, 0.347, -0.377], [-0.160, 0.076, 0.105], [-0.035, -0.217, 0.173], [-0.107, 0.073, -0.036], [-0.072, -0.024, 0.025], [0.027, 0.013, -0.019], [0.068, 0.071, 0.165], [0.040, -0.094, -0.070], [-0.038, -0.097, 0.020], [0.004, 0.024, -0.001], [0.023, 0.073, 0.122], [-0.016, -0.205, 0.263], [-0.454, 0.267, -0.439], [0.168, -0.052, -0.198], [0.021, -0.068, 0.227], [0.053, 0.107, -0.055], [0.032, 0.041, 0.024], [-0.013, 0.004, -0.032], [0.092, -0.165, -0.092], [-0.159, 0.008, 0.136], [0.114, 0.102, 0.161], [0.019, 0.005, -0.024], [0.023, 0.028, -0.020], [-0.018, 0.187, -0.152], [0.313, -0.569, -0.024], [-0.122, 0.077, 0.196], [-0.286, 0.224, -0.097], [0.027, -0.029, 0.122], [0.001, 0.043, 0.049], [0.004, -0.032, -0.010], [-0.180, -0.032, -0.072], [0.084, 0.039, -0.073], [0.014, 0.055, -0.013], [0.002, -0.029, -0.008], [0.043, -0.002, 0.055]]
}

---

3.
{
  "formula": "C24H43N4O",
  "method": "the ωB97M-V functional and the def2-TZVPD basis",
  "max_force_ev_per_a": 1.4,
  "charge": 1,
  "e_lumo_ev": -2.400,
  "e_tot_ha": -1234.2973,
  "e_homo_ev": -11.36,
  "orbital_gap_ev": 8.96,
  "spin_multiplicity": 1,
  "symbols": ["C", "O", "C", "C", "C", "C", "C", "C", "C", "N", "C", "N", "C", "C", "C", "C", "N", "N", "C", "C", "C", "C", "C", "H", "H", "H", "H", "H", "H", "H", "H", "H", "H", "H", "H", "H", "H", "H", "H", "H", "H", "H", "H", "H", "H", "H", "H", "H", "H", "H", "H", "H", "H", "H", "H", "H", "H", "H", "H", "H", "C", "C", "C", "C", "C", "C", "H", "H", "H", "H", "H", "H"],
  "positions_angstrom": [[-2.776986, -4.482544, 1.512295], [-1.705951, -4.895078, 2.340335], [-1.223603, -3.862022, 3.171297], [-0.159393, -2.992100, 2.485930], [0.949690, -2.531264, 3.449972], [2.303503, -2.213524, 2.774353], [2.997931, -1.040231, 3.481947], [2.490666, 0.348452, 3.078204], [2.627779, 0.718930, 1.606052], [1.485145, 0.277202, 0.767676], [1.361355, 0.683650, -0.464260], [2.228633, 1.663334, -0.988571], [1.321057, 2.350435, -1.922289], [0.386163, 1.233626, -2.454999], [-0.982095, 1.852483, -2.791844], [-2.097709, 0.848688, -2.908946], [-2.850603, 0.600669, -1.922822], [0.393702, 0.313533, -1.315321], [-0.079315, -1.093256, -1.374996], [0.065629, -1.683986, -2.775525], [0.034454, -3.225635, -2.859022], [-1.408663, -3.742395, -2.842058], [0.910143, -3.933218, -1.825416], [-3.726549, -4.497966, 2.058028], [-2.835479, -5.165507, 0.666102], [-2.620288, -3.470420, 1.121447], [-2.062718, -3.248523, 3.523229], [-0.780063, -4.337086, 4.049007], [-0.625043, -2.106962, 2.031368], [0.295593, -3.588655, 1.688899], [0.605388, -1.656139, 4.007943], [1.118008, -3.344723, 4.158057], [2.178248, -2.030807, 1.701987], [2.945029, -3.091967, 2.860473], [2.793855, -1.160630, 4.548986], [4.080336, -1.076110, 3.337654], [3.095822, 1.087366, 3.608752], [1.461370, 0.494158, 3.423066], [3.539706, 0.295638, 1.181695], [2.657106, 1.803306, 1.525391], [0.792595, -0.348047, 1.158201], [2.986466, 1.211571, -1.494478], [1.841411, 2.884603, -2.713242], [0.719824, 3.061697, -1.351844], [0.843852, 0.846611, -3.368862], [-1.235267, 2.579585, -2.018023], [-0.879329, 2.375380, -3.745966], [-2.223449, 0.357078, -3.879597], [-3.552347, -0.094684, -2.176522], [-1.122007, -1.128715, -1.051669], [0.495220, -1.663795, -0.642629], [-0.760470, -1.312672, -3.388044], [0.979652, -1.323169, -3.254156], [0.457512, -3.467484, -3.839672], [-1.442428, -4.828506, -2.911397], [-1.919076, -3.424297, -1.928393], [-1.960023, -3.324572, -3.688113], [0.789239, -5.013151, -1.937307], [1.968873, -3.713852, -1.981172], [0.621513, -3.703028, -0.798550], [-1.349741, 7.171548, -1.183644], [-1.338465, 5.799296, -0.978501], [-1.303434, 5.288887, 0.312173], [-1.278781, 6.150365, 1.399817], [-1.287006, 7.522837, 1.194775], [-1.321549, 8.032995, -0.096049], [-1.381220, 7.570015, -2.189365], [-1.368612, 5.124147, -1.825846], [-1.305208, 4.216111, 0.470039], [-1.259122, 5.753545, 2.406661], [-1.271162, 8.195752, 2.041921], [-1.329312, 9.103225, -0.254623]],
  "atomic_forces_ev_per_a": [[0.041, 0.028, -0.022], [-0.023, 0.087, -0.165], [-0.082, 0.114, 0.089], [0.283, 0.105, 0.125], [-0.130, -0.159, -0.463], [-0.127, 0.093, 0.428], [-0.231, -0.038, -0.277], [0.130, -0.162, 0.107], [-0.230, -0.040, 0.177], [0.433, -0.174, 0.116], [-0.110, -0.008, -0.345], [-0.556, 0.283, 0.163], [-0.299, -0.220, -0.256], [0.099, 1.314, -0.414], [0.005, -0.375, 0.105], [-0.177, 0.053, 0.011], [0.135, -0.001, -0.124], [0.433, -0.312, -0.052], [-0.509, 0.066, 0.283], [0.047, -0.068, -0.134], [-0.098, -0.049, -0.014], [0.165, 0.347, 0.044], [-0.122, -0.181, -0.195], [0.037, 0.008, -0.009], [-0.022, -0.062, 0.079], [0.025, 0.008, -0.018], [0.065, 0.001, 0.072], [-0.030, -0.097, -0.089], [0.011, -0.101, -0.163], [-0.087, -0.047, 0.010], [-0.014, -0.099, 0.119], [0.008, 0.189, 0.190], [0.050, 0.025, -0.006], [-0.036, -0.011, -0.159], [0.297, 0.040, 0.033], [-0.030, -0.029, -0.005], [-0.134, -0.012, 0.093], [-0.014, 0.076, -0.137], [0.054, 0.086, 0.071], [0.132, -0.031, -0.181], [0.053, -0.064, -0.034], [0.158, 0.001, 0.189], [0.119, -0.088, 0.093], [0.171, 0.065, 0.025], [-0.118, -0.611, 0.201], [-0.143, -0.106, 0.015], [0.052, 0.073, 0.068], [0.015, 0.063, -0.015], [-0.040, 0.023, 0.059], [0.065, 0.003, -0.027], [0.133, 0.101, -0.106], [0.119, 0.038, -0.068], [0.115, -0.043, 0.209], [-0.087, 0.004, 0.019], [-0.032, 0.004, 0.050], [-0.036, -0.153, 0.037], [-0.032, -0.085, 0.038], [0.061, 0.054, -0.008], [-0.024, 0.110, 0.164], [0.053, 0.024, 0.029], [0.031, 0.009, -0.021], [0.003, -0.056, 0.024], [0.024, -0.040, -0.044], [0.013, -0.008, 0.014], [-0.003, 0.002, -0.010], [0.000, -0.009, 0.011], [-0.005, 0.002, 0.002], [-0.017, 0.030, -0.027], [-0.033, 0.002, 0.024], [-0.001, 0.004, 0.000], [0.003, 0.003, -0.001], [-0.006, 0.002, 0.002]]
}